Computed, not measured: a structure of composition C42H56BBr2Cl3N9O3SScSe at a distorted geometry, with wB97M-V/def2-TZVPD.

Properties
E_HOMO (spin up / spin down) ... -2.95 / -2.95 eV
HOMO-LUMO gap (spin up / spin down) ... 6.1 / 5.2 eV
LUMO energy (spin up / spin down) ... 0.1160 / 0.0821 Eh
Largest force on an atom ... 8.06 eV/A
Spin multiplicity ... 1
ΔE to the lowest compared entry with this formula, charge and spin ... 417.0 kcal/mol
Charge ... -2

```
119
Properties=species:S:1:pos:R:3:forces:R:3
Sc 2.39771 1.00562 -0.66778 0.30 0.84 -0.17
C 5.05788 3.40002 1.07256 4.03 6.30 -0.53
C 4.44065 4.46088 0.09227 0.27 1.04 -1.84
C 4.94109 4.19367 -1.40727 -6.88 -2.94 2.99
C 2.95517 4.36487 -0.04635 -1.36 -1.94 3.20
C 2.16158 5.50281 0.04634 1.56 0.67 -0.36
C 0.85060 5.03796 0.32286 0.30 0.99 -0.97
C -0.25263 5.97750 0.59491 3.39 4.05 3.07
C 0.34139 7.34847 1.20829 -0.52 -3.96 1.59
C -1.47531 5.99258 -0.03208 -7.10 0.65 -2.21
N 0.89473 3.68940 0.23748 -0.86 -0.70 1.75
N 2.15516 3.15541 0.23493 1.11 4.72 -2.29
B -0.35785 2.78856 0.41511 0.60 -1.16 0.95
N -0.24349 1.62141 1.60186 0.24 2.18 -3.54
N -0.78992 0.46105 1.15824 -0.32 -1.11 2.27
C -1.00360 -0.22760 2.32899 -0.28 -0.72 -2.85
C -0.55435 0.48822 3.39216 -1.18 -1.23 2.70
C -0.15181 1.70170 2.91736 2.03 0.38 1.88
C 0.41298 2.73435 3.95490 -3.71 0.07 -3.19
C -0.97427 3.23885 4.61968 2.41 1.17 -2.83
C 1.41239 3.70360 3.42677 4.21 1.49 3.67
C -1.69045 -1.56271 2.38776 -0.20 -1.21 1.56
C -3.03793 -1.62615 1.71644 0.33 -0.14 -1.67
C -1.86927 -1.93265 3.92747 -0.28 0.65 -1.36
N -0.58258 2.12885 -0.97910 0.87 -1.12 -0.13
N 0.50585 1.67409 -1.71431 -0.60 0.42 -0.38
C 0.01453 1.21326 -2.89126 1.11 0.21 -0.29
C -1.36898 1.23431 -2.90188 0.81 1.48 2.76
C -1.68124 1.79777 -1.63657 -1.41 -0.17 -0.62
C -3.04823 1.78355 -0.98357 -0.95 1.91 0.58
C -3.64157 0.42531 -1.28776 -1.00 -1.55 -1.98
C -4.06334 2.97394 -1.37252 0.66 1.56 1.07
C 0.95160 0.92888 -4.05494 0.00 -0.40 0.04
C 0.29275 -0.23147 -4.97079 1.31 0.46 2.02
C 1.41765 2.32428 -4.66038 -2.04 -0.38 1.42
H 6.04973 3.12208 0.51645 -1.16 0.72 1.61
H 5.28006 4.19088 2.07644 -0.77 -3.64 -2.26
H 4.55732 2.52251 0.94746 -1.95 -2.38 1.24
H 4.70450 5.64950 0.28888 -0.55 -3.09 0.13
H 4.62038 3.08088 -1.51918 0.96 2.23 -0.89
H 4.46080 4.96915 -1.91809 -0.92 0.60 -1.71
H 5.85009 4.41456 -1.29707 7.78 1.05 -0.05
H 2.71512 6.55492 -0.07537 -1.99 -2.49 0.41
H -2.96816 9.06764 -3.83509 0.00 0.00 0.00
H 1.36748 6.89208 1.43090 -1.23 2.50 0.59
H 0.15702 8.15721 0.61209 0.41 1.75 -2.03
H -0.42979 8.49227 2.30021 1.26 -2.87 -1.24
H -1.72933 4.96232 -0.12006 -0.32 -0.77 -1.72
H -2.65051 6.30969 0.24591 2.87 -0.29 1.72
H -1.73166 6.70331 -0.90033 1.70 -1.29 -0.01
H -1.26180 3.43793 0.80270 -0.41 0.33 -0.23
H -0.71492 0.09609 4.43532 0.72 1.07 -1.18
H 0.66029 2.13586 4.75439 2.04 -1.28 1.39
H -1.53744 3.77975 3.85389 -0.72 -0.97 -0.27
H -1.30695 2.26817 4.96596 -1.02 0.88 0.82
H -0.66458 4.11818 5.13946 -0.06 -0.03 2.14
H 1.14070 4.34551 2.60896 -0.34 0.06 -0.16
H 1.74381 4.44277 4.40175 -1.16 -1.53 -2.56
H 2.50943 3.27445 3.23733 -2.64 0.35 -0.03
H -1.12858 -2.38628 1.95215 0.57 0.19 -0.16
H -3.71138 -0.90442 2.11021 -0.59 1.02 0.11
H -2.97420 -1.56974 0.59458 -0.04 0.32 1.15
H -3.49868 -2.56850 1.91719 -0.25 -0.94 0.22
H -2.53435 -1.15483 4.30843 0.35 0.14 0.50
H -2.35988 -2.86126 4.19168 -0.05 -0.49 -0.65
H -0.88860 -1.94505 4.37851 0.11 0.19 0.45
H -2.08730 1.03497 -3.62664 -0.71 -0.57 -1.16
H -2.88194 1.95544 0.14170 -0.26 -0.60 -1.61
H -3.92239 0.31051 -2.41840 0.79 0.59 1.64
H -2.79179 -0.31830 -1.16554 -1.61 0.41 0.38
H -4.67978 0.18698 -0.86071 1.86 0.23 0.28
H -4.66390 2.94948 -2.37038 1.95 0.07 1.19
H -4.97667 2.86214 -0.64049 1.99 0.77 -0.81
H -3.27359 4.11666 -1.17382 -3.19 -3.44 -0.79
H 1.91790 0.57162 -3.64308 -0.59 -0.23 -0.16
H -0.70214 0.03568 -5.28299 -0.44 0.04 -0.10
H 0.90680 -0.38309 -5.84461 0.20 -0.19 -0.29
H 0.26235 -1.20339 -4.34891 -0.03 1.53 -1.01
H 0.56515 2.97104 -4.94826 0.32 -0.40 -0.05
H 1.99377 2.86604 -3.90379 -0.21 -0.27 0.19
H 2.08438 2.19873 -5.44979 0.98 -0.40 -1.65
Br 3.06315 0.02208 4.43839 0.18 0.44 0.49
C 2.42590 -1.07278 3.06921 -0.21 -0.16 -0.64
C 1.82494 -2.31644 3.44835 0.35 0.70 2.65
C 1.42873 -3.18456 2.53776 -0.87 -1.67 -2.81
Br 0.67081 -4.91889 2.84644 0.03 0.29 0.96
C 1.50821 -2.87766 1.14073 0.14 1.34 -0.10
C 1.23179 -3.79042 0.09547 1.36 -0.22 -1.00
C 1.54373 -3.46911 -1.22124 -0.24 1.46 2.27
C 1.84128 -2.11538 -1.45263 -0.61 -0.37 -1.60
N 1.92042 -1.18762 -0.55996 0.70 0.29 2.74
C 1.91817 -1.55422 0.78232 0.34 -0.37 -0.40
C 2.49543 -0.56439 1.74370 -2.62 -4.02 1.40
O 2.81404 0.58031 1.39049 0.97 1.86 -1.17
H 1.61984 -2.63497 4.53014 0.78 0.98 -1.52
H 1.04249 -4.81978 0.35564 -0.33 -0.02 -0.06
H 1.60337 -4.14404 -2.02248 -0.28 -0.92 -0.77
H 1.96087 -1.73591 -2.45371 0.13 -0.16 -0.43
Se 4.14405 1.09307 -2.32384 -0.31 -0.84 0.29
Cl 2.08135 -9.52347 -5.89927 -0.25 -0.17 -0.24
C 0.78582 -8.81320 -4.91072 -0.12 0.03 -0.39
Cl -0.25087 -7.74681 -5.90522 -0.10 -0.08 -0.40
Cl 1.57339 -7.78248 -3.75977 0.57 0.69 1.03
C -0.19817 -9.87577 -4.20295 1.38 -1.18 -2.10
O -0.19908 -10.95982 -4.82129 -0.62 1.02 1.30
O -0.74499 -9.37245 -3.23283 -0.80 -0.38 0.90
C -3.73872 -6.95877 1.63089 0.63 -0.58 0.29
N -2.82361 -7.45738 0.61505 -0.05 1.69 -0.48
C -2.21713 -6.61884 -0.34751 0.85 0.74 0.13
C -1.53716 -7.41855 -1.22108 -0.92 0.73 1.64
N -1.77789 -8.69566 -0.80332 0.73 -1.21 -0.66
C -2.55426 -8.71940 0.32159 -0.22 -2.59 -0.57
S -3.17355 -10.13490 1.09467 0.35 0.95 -0.26
H -3.55515 -5.89267 1.65744 -0.46 0.21 0.17
H -3.53038 -7.40161 2.60192 0.50 0.01 0.05
H -4.77030 -7.25651 1.47678 -0.19 0.27 -0.65
H -2.09899 -5.52929 -0.18575 -0.45 -0.98 -0.19
H -0.83309 -7.19005 -1.98587 0.06 0.00 -0.50
H -1.38815 -9.48443 -1.38724 -0.85 0.83 0.95
```
Positions in Å, forces in eV/Å.



Computed, not measured: a structure of composition C42H56BiF5IN6O6PS2SeTe at a distorted geometry, with wB97M-V/def2-TZVPD.

Properties
E_HOMO ... -7.80 eV
HOMO-LUMO gap ... 7.8 eV
LUMO energy ... -0.0014 Eh
Largest force on an atom ... 1.82 eV/A
Spin multiplicity ... 1
ΔE to the lowest compared entry with this formula, charge and spin ... 0.0 kcal/mol
Charge ... 0

```
122
Properties=species:S:1:pos:R:3:forces:R:3
Bi -0.30977 0.91314 -0.41404 0.18 0.36 -0.31
I -0.29413 2.68943 2.79406 0.22 0.07 -0.07
C -1.32176 2.08376 4.50433 -0.19 -0.05 0.02
C -1.75986 3.15754 5.23638 -0.06 -0.08 0.07
C -2.34517 3.00579 6.50656 0.04 0.05 -0.09
C -2.43825 1.76073 7.03448 0.02 -0.06 -0.01
C -2.01214 0.62500 6.30119 -0.05 0.00 0.11
C -2.12661 -0.63194 6.93896 -0.02 0.03 -0.01
C -1.75439 -1.76977 6.29970 0.00 -0.03 -0.02
C -1.29265 -1.67820 4.97923 0.02 -0.07 0.04
C -1.16516 -0.49188 4.29733 0.00 0.04 -0.08
P -0.59837 -0.76310 2.53399 0.24 -0.06 0.17
C -1.72173 -2.11385 2.01873 -0.06 0.11 -0.06
C -1.31774 -2.98657 1.00930 0.06 0.01 -0.03
C -2.20469 -3.89771 0.45724 -0.03 -0.02 0.00
C -3.52224 -3.93451 0.88705 -0.01 0.00 0.00
C -3.94276 -3.05831 1.87850 -0.01 -0.03 -0.01
C -3.05061 -2.15864 2.43978 -0.01 0.03 0.01
C 0.98241 -1.60971 2.95165 -0.06 0.06 0.02
C 1.23281 -2.97548 2.89823 -0.04 -0.09 0.05
C 2.48274 -3.47599 3.23644 0.03 0.01 0.00
C 3.49394 -2.61916 3.64406 -0.01 0.00 -0.01
C 3.25033 -1.25394 3.70490 0.03 -0.02 0.02
C 2.00732 -0.75389 3.35561 0.03 0.06 -0.08
C -1.48206 0.73716 4.97633 -0.02 0.03 -0.04
H -1.62223 4.15370 4.84112 0.01 0.03 -0.01
H -2.67725 3.87672 7.05485 0.00 0.02 0.01
H -2.83378 1.60546 8.03007 -0.03 -0.01 0.01
H -2.50992 -0.65988 7.95121 -0.02 0.01 0.01
H -1.82378 -2.73482 6.78301 0.00 -0.02 0.00
H -1.03657 -2.59966 4.47075 0.00 0.01 0.03
H -0.29918 -2.93899 0.64121 -0.02 0.02 -0.04
H -1.87100 -4.56680 -0.32593 0.01 -0.01 -0.01
H -4.21791 -4.63798 0.44916 -0.01 -0.01 -0.01
H -4.97129 -3.07433 2.21691 -0.01 -0.01 0.01
H -3.39336 -1.48040 3.21118 0.00 0.01 -0.01
H 0.45572 -3.66659 2.59792 0.01 0.01 0.02
H 2.66353 -4.54183 3.18051 0.00 -0.02 0.02
H 4.46519 -3.01243 3.91392 0.02 -0.01 -0.01
H 4.03130 -0.57272 4.01655 0.02 0.01 0.00
H 1.84430 0.31835 3.37072 0.00 0.00 -0.01
O 2.59935 1.95831 1.58234 0.19 -0.32 0.42
H 3.05053 2.80362 1.68942 -0.09 0.07 -0.20
H 3.17899 1.43164 1.02089 -0.09 0.05 -0.14
Se -2.58000 -2.06836 -3.79486 0.10 0.12 0.24
C -1.85764 -1.41270 -2.30444 -0.27 -0.12 -0.25
N -1.38155 -0.99535 -1.32082 -0.04 0.00 0.17
C -4.57430 -0.17872 -0.56460 0.01 -0.02 0.00
N -4.92914 0.70422 0.53105 -0.03 0.03 0.06
C -6.29421 1.17340 0.60215 -0.01 -0.04 -0.02
C -4.00668 1.12035 1.40694 0.07 -0.02 0.06
O -2.81469 0.84720 1.37746 -0.02 0.02 -0.11
H -5.34912 -0.93827 -0.67406 0.00 0.00 -0.03
H -3.63010 -0.66062 -0.33464 0.03 -0.02 0.00
H -4.47043 0.37947 -1.49688 0.00 -0.02 -0.02
H -6.98351 0.33148 0.69436 0.00 0.01 0.00
H -6.55508 1.73367 -0.29872 0.00 0.01 0.01
H -6.41641 1.82287 1.46727 -0.01 0.01 0.00
H -4.42739 1.74531 2.21295 0.00 0.04 -0.03
C 0.31425 1.53591 -6.16645 0.00 -0.03 -0.02
N -0.45802 1.74101 -4.95193 -0.03 0.07 -0.03
C -1.59110 2.48841 -4.94386 0.00 -0.01 -0.04
C -2.31515 2.69264 -3.82830 0.02 0.01 0.06
C -1.81546 2.12030 -2.61010 -0.13 -0.11 -0.12
O -2.36096 2.24084 -1.48521 -0.06 0.02 0.08
N -0.68334 1.39188 -2.65833 0.03 -0.16 0.16
C 0.00337 1.11441 -3.79600 0.01 0.14 0.02
O 0.96779 0.37151 -3.84851 0.15 0.01 -0.02
H -0.06575 2.20640 -6.93347 0.01 -0.02 -0.01
H 0.23058 0.50263 -6.50229 0.01 0.00 0.00
H 1.36122 1.75779 -5.97226 -0.01 0.01 -0.01
H -1.87752 2.90083 -5.90219 0.00 0.01 0.01
H -3.22139 3.27454 -3.82786 -0.01 0.02 0.00
C 1.46691 -5.15058 -1.73061 -0.02 -0.01 0.00
C 1.74938 -5.17672 -3.23152 0.04 0.01 0.01
C 2.27587 -3.86421 -3.81095 -0.07 -0.01 0.05
C 1.28245 -2.70490 -3.74595 0.00 0.02 -0.04
N 1.16428 -2.14102 -2.40989 0.18 -0.06 0.07
C 2.02981 -1.31281 -1.84981 -0.01 -0.01 -0.04
S 1.76709 -0.81741 -0.20489 -0.06 -0.13 0.05
N 3.12106 -0.94666 -2.50619 0.03 0.06 0.00
C 4.02992 0.12305 -2.08263 -0.03 0.00 0.02
C 5.26934 0.11282 -2.96059 -0.02 -0.04 0.02
C 6.07682 -1.18342 -2.89795 0.01 0.03 0.04
C 6.63214 -1.47762 -1.50904 0.00 -0.02 0.00
H 1.33364 -6.16182 -1.34636 -0.01 -0.03 0.00
H 0.55792 -4.59732 -1.49267 -0.02 0.04 0.00
H 2.28655 -4.68727 -1.17824 0.03 0.01 0.02
H 0.84022 -5.46225 -3.76855 0.00 -0.03 -0.02
H 2.48749 -5.95537 -3.43777 0.00 -0.01 -0.01
H 2.54505 -4.01909 -4.85851 0.00 0.00 -0.01
H 3.19281 -3.57871 -3.28581 0.04 -0.01 -0.03
H 0.28142 -3.02919 -4.03267 0.03 0.01 -0.02
H 1.55000 -1.90230 -4.43855 -0.03 -0.01 0.00
H 0.32081 -2.29623 -1.88143 0.01 -0.02 0.01
H 3.09969 -1.10215 -3.50436 0.00 -0.05 -0.01
H 4.28903 -0.04919 -1.03960 0.00 0.00 0.00
H 3.51291 1.08063 -2.14379 -0.02 0.05 0.00
H 5.89277 0.95249 -2.64506 0.01 0.01 -0.04
H 4.97546 0.31878 -3.99497 0.00 0.03 -0.01
H 6.90023 -1.11337 -3.61244 0.00 -0.01 0.00
H 5.45618 -2.02406 -3.22312 0.01 0.00 -0.03
H 7.21389 -0.63258 -1.13605 0.01 0.02 0.01
H 7.28366 -2.35151 -1.52203 0.01 -0.01 0.00
H 5.83685 -1.67586 -0.78926 -0.02 0.00 0.01
F 2.80558 3.85000 -2.66564 -0.10 -0.02 0.01
Te 1.76339 3.93135 -1.06948 1.22 -0.19 -1.33
F 1.73240 4.46432 0.77652 -0.15 -0.22 0.09
F 0.49086 4.23026 -2.51735 -0.07 0.01 0.03
F 3.56804 3.77291 -0.46604 -0.01 -0.05 0.11
F 1.92273 5.78948 -1.26367 -0.10 -0.01 0.19
O 1.53867 2.10972 -1.11961 -0.43 0.64 0.66
C -0.92609 6.53778 -0.42672 -0.04 0.07 0.00
S -1.42173 4.88691 -0.88722 0.37 -0.45 0.22
C -2.68731 4.61583 0.32812 -0.08 0.13 0.10
O -0.28074 4.01934 -0.26489 -0.80 0.01 -0.12
H -0.40675 6.47839 0.52784 -0.03 0.01 0.05
H -1.82170 7.15366 -0.36250 0.01 0.06 -0.02
H -0.25378 6.90923 -1.19493 0.03 -0.01 0.00
H -2.26976 4.77276 1.32002 0.00 0.03 0.03
H -3.01577 3.58890 0.19775 0.01 -0.01 -0.01
H -3.50004 5.31077 0.11685 -0.04 -0.01 0.01
```
Positions in Å, forces in eV/Å.